Entry from OMol25: 5 unconnected molecules or ions with the total composition C37H65FN3O12 (wB97M-V/def2-TZVPD).

Geometry as ORCA input:
```
! wB97M-V def2-TZVPD RIJCOSX def2/J DEFGRID3
* xyz 1 1
C 3.348 -2.594 4.400
C 2.449 -1.616 5.332
C 1.234 -2.358 6.078
O 0.170 -2.822 5.203
C -0.590 -1.740 4.644
N -1.154 -2.023 3.278
C -1.835 -0.809 2.676
C -3.171 -0.351 3.453
C -3.351 1.272 3.519
C -3.598 1.939 2.069
C -2.205 2.328 1.324
C -2.302 3.916 0.959
C -1.336 4.354 -0.249
C 0.139 4.798 0.250
C 1.016 5.470 -0.953
C 1.910 4.372 -1.724
C 2.191 4.738 -3.269
C 3.572 5.568 -3.442
O 3.688 6.121 -4.778
C 4.128 5.112 -5.733
C -2.311 -1.239 1.172
F -3.150 -2.432 1.195
N -1.167 -1.367 0.230
C 0.077 -1.699 0.988
O 0.980 -2.392 0.072
C -0.180 -2.617 2.304
O -0.719 -3.932 1.903
C 0.369 -4.873 1.920
N 1.344 -5.497 1.541
H 2.729 -3.273 3.717
H 3.980 -1.891 3.728
H 4.084 -3.163 5.066
H 3.090 -1.096 6.149
H 2.110 -0.748 4.637
H 0.858 -1.725 6.963
H 1.689 -3.312 6.557
H -1.470 -1.545 5.377
H -0.029 -0.739 4.573
H -1.919 -2.729 3.407
H -1.142 0.120 2.651
H -4.077 -0.713 2.822
H -3.315 -0.814 4.490
H -2.472 1.798 4.029
H -4.312 1.473 4.133
H -4.257 1.277 1.383
H -4.219 2.905 2.240
H -1.299 2.174 2.025
H -2.099 1.676 0.369
H -2.135 4.585 1.887
H -3.390 4.074 0.604
H -1.299 3.560 -1.096
H -1.804 5.300 -0.730
H 0.037 5.615 1.047
H 0.698 3.887 0.673
H 1.729 6.269 -0.551
H 0.317 5.988 -1.713
H 2.922 4.323 -1.156
H 1.384 3.345 -1.621
H 1.306 5.363 -3.683
H 2.237 3.783 -3.899
H 4.482 4.933 -3.166
H 3.542 6.454 -2.699
H 4.782 4.313 -5.219
H 3.230 4.644 -6.269
H 4.726 5.685 -6.544
H -2.987 -0.400 0.750
H -1.010 -0.393 -0.116
H 0.662 -0.769 1.360
H 1.032 -1.808 -0.733
H 0.859 -2.836 2.737
O -8.567 -1.059 3.318
C -7.921 -1.946 2.826
O -6.648 -2.260 3.200
C -6.141 -3.286 2.340
C -7.362 -3.966 1.766
C -8.363 -2.832 1.693
H -5.523 -2.819 1.567
H -5.523 -3.977 2.917
H -7.175 -4.448 0.805
H -7.723 -4.730 2.462
H -8.283 -2.277 0.755
H -9.383 -3.185 1.846
O -2.844 -8.017 -2.998
C -2.231 -7.263 -2.286
O -1.960 -7.504 -0.972
C -1.315 -6.359 -0.406
C -0.717 -5.618 -1.578
C -1.696 -5.915 -2.689
H -2.064 -5.762 0.125
H -0.552 -6.681 0.304
H -0.580 -4.552 -1.388
H 0.260 -6.044 -1.826
H -2.519 -5.196 -2.709
H -1.201 -5.962 -3.658
O -0.231 -3.154 -3.785
C 0.461 -3.606 -4.664
O 0.935 -4.881 -4.678
C 1.807 -5.051 -5.802
C 1.411 -3.970 -6.779
C 0.963 -2.851 -5.864
H 2.841 -4.945 -5.460
H 1.675 -6.050 -6.222
H 2.218 -3.686 -7.456
H 0.566 -4.309 -7.385
H 1.797 -2.213 -5.561
H 0.167 -2.257 -6.315
O 7.251 4.551 -2.145
C 6.962 5.632 -1.699
O 5.708 5.980 -1.297
C 5.696 7.364 -0.927
C 7.133 7.702 -0.605
C 7.900 6.798 -1.545
H 5.311 7.947 -1.768
H 5.040 7.508 -0.066
H 7.364 8.761 -0.729
H 7.356 7.427 0.431
H 8.054 7.262 -2.522
H 8.850 6.483 -1.114
*
```

Computed properties:
E_tot ... -71167.435 eV
Highest occupied orbital energy ... -10.9 eV

Atomic partial charges in e from the Mulliken method, atoms 1 to 5:
1 C -0.90
2 C -0.29
3 C -0.37
4 O -0.33
5 C -0.47

=====

Entry from OMol25: 2 unconnected molecules or ions with the total composition C5H6N (wB97M-V/def2-TZVPD).

Geometry as ORCA input:
```
! wB97M-V def2-TZVPD RIJCOSX def2/J DEFGRID3
* xyz 1 1
C -3.351 -0.405 -0.136
C 0.578 0.484 0.029
C -0.441 1.171 -0.046
C 2.194 0.313 0.128
C 1.263 -0.881 0.069
N -2.236 -0.348 0.046
H -4.242 -0.851 -0.558
H -1.116 1.952 -0.289
H 2.811 0.822 -0.676
H 2.382 0.591 1.132
H 0.875 -1.167 0.990
H 1.283 -1.681 -0.691
*
```

Computed properties:
E_tot ... -6759.744 eV
Energy relative to the best compared isomer or geometry (same formula, charge and spin) ... 524.2 kJ/mol
Highest occupied orbital energy ... -16.0 eV

Atomic partial charges in e from the Mulliken method, atoms 1 to 5:
1 C 0.02
2 C -0.19
3 C 0.31
4 C -0.31
5 C -0.37

=====

Q: Which of these has the lowest highest occupied orbital energy?
A: C5H6N

=====

Q: Look up the highest occupied orbital energy of the second one.
A: -16.0 eV

=====

Q: Which formula does entry 2 have?
A: C5H6N

=====

Q: What is the highest occupied orbital energy in the second record?
A: -16.0 eV